Below is C17H21N7O3S in the gas phase at a distorted geometry, with properties calculated with the ωB97M-V functional and the def2-TZVPD basis.

Computed properties:
HOMO level: -7.9 eV
Total charge: 0
Electronic energy: -1667.603457 a.u.
Orbital gap: 8.188 eV
ΔE to the lowest compared entry with this formula, charge and spin: 2.696 eV

Each line ends with the natural charge from an NBO analysis.
Atoms and positions in Å:
1 C 1.21241 2.50445 5.91521  -0.26
2 O 0.46084 2.73163 4.71129  -0.48
3 C 0.46462 1.69740 3.82675  0.69
4 N 1.23218 0.64679 4.07282  -0.56
5 C 1.17800 -0.38036 3.22972  0.15
6 C 0.32096 -0.35665 2.11459  -0.20
7 C 0.24074 -1.51759 1.26413  0.12
8 C -1.00569 -1.97745 0.70084  0.00
9 N -1.12518 -3.11942 -0.04927  -0.40
10 C 0.05375 -3.71384 -0.30326  0.28
11 N 0.37956 -4.89779 -0.95514  -0.54
12 C 1.73021 -5.21828 -0.81165  -0.02
13 C 2.32291 -4.19389 -0.08762  -0.30
14 C 1.24909 -3.26493 0.27748  0.10
15 N 1.39967 -2.18222 1.04831  -0.37
16 C -0.41964 0.78016 1.94125  0.45
17 N -1.22319 1.00043 0.84384  -0.64
18 C -2.15229 2.10644 0.70082  -0.07
19 C -1.41251 3.34356 0.17580  -0.41
20 C -0.98961 3.25983 -1.26097  -0.43
21 C -2.24661 2.99222 -2.09604  -0.23
22 N -2.94263 1.77681 -1.67513  -0.67
23 S -2.37828 0.31947 -2.42357  2.24
24 C -3.69826 -0.89990 -2.13962  -0.85
25 O -2.25493 0.54812 -3.86996  -0.92
26 O -1.11473 -0.05534 -1.75333  -0.96
27 C -3.26801 1.72410 -0.22059  -0.23
28 N -0.40019 1.78022 2.84941  -0.54
29 H 1.08470 3.38307 6.59492  0.19
30 H 2.28680 2.33026 5.73501  0.19
31 H 0.81924 1.63286 6.40484  0.19
32 H 1.80627 -1.23975 3.35930  0.21
33 H -1.94012 -1.45847 0.92702  0.20
34 H -0.31406 -5.48260 -1.41081  0.42
35 H 2.27208 -6.09133 -1.14909  0.23
36 H 3.38122 -4.14250 0.18863  0.23
37 H -0.91549 0.56685 -0.01316  0.44
38 H -2.61481 2.33101 1.67081  0.24
39 H -2.08725 4.20550 0.26967  0.20
40 H -0.52671 3.62322 0.79607  0.24
41 H -0.26549 2.45165 -1.40440  0.22
42 H -0.48102 4.17611 -1.60445  0.22
43 H -1.96894 2.95543 -3.13148  0.24
44 H -2.93225 3.84415 -2.01265  0.20
45 H -3.70412 -1.27735 -1.11494  0.25
46 H -3.54063 -1.72701 -2.84252  0.27
47 H -4.65817 -0.40344 -2.36471  0.26
48 H -3.57775 0.70746 0.08077  0.22
49 H -4.14227 2.34598 -0.00473  0.22



Below is a molecular structure, C17H21O5P at a distorted geometry, with properties calculated with the ωB97M-V functional and the def2-TZVPD basis.

Computed properties:
HOMO level: -8.3 eV
Total charge: 0
Electronic energy: -1377.487834 a.u.
Orbital gap: 8.890 eV
ΔE to the lowest compared entry with this formula, charge and spin: 14.439 eV

Each line ends with the natural charge from an NBO analysis.
Atoms and positions in Å:
1 C 1.08036 0.49506 4.72777  -1.04
2 P 0.61089 0.38018 2.85930  2.42
3 O -0.66192 -0.14917 2.57116  -1.07
4 O 1.82112 -0.47927 2.30199  -0.78
5 C 1.63443 -1.68266 2.16740  -0.02
6 C 0.92812 -2.22436 0.95450  -0.08
7 O 1.70011 -1.88543 -0.02151  -0.55
8 C 1.40625 -1.51018 -1.41661  0.29
9 C 0.15473 -1.98015 -1.79290  -0.24
10 C -0.45174 -1.67105 -3.09767  -0.21
11 C 0.51201 -1.07868 -3.91486  -0.24
12 C 1.78116 -0.49884 -3.48479  -0.23
13 C 2.01582 -0.64375 -2.29193  -0.23
14 H 3.10526 -0.60455 -1.98332  0.21
15 H 2.29222 0.17311 -4.22535  0.23
16 H -0.09698 -0.75059 -4.80073  0.21
17 H -1.55231 -1.98420 -3.35562  0.24
18 H -0.62105 -2.67442 -1.09437  0.21
19 H 0.89409 -3.35167 0.68595  0.17
20 H 0.03947 -1.80880 0.87457  0.19
21 H 1.15489 -2.25327 3.03001  0.16
22 H 2.71549 -2.50523 2.34232  0.13
23 O 1.12588 1.73542 2.49526  -0.80
24 C 0.61451 2.25973 1.36881  -0.12
25 C 1.20565 1.58878 -0.02079  -0.10
26 O -0.05957 0.51402 -0.12949  -0.63
27 C -1.42242 0.98043 -0.51030  0.22
28 C -1.45618 1.96259 -1.28911  -0.24
29 C -2.91858 2.18606 -1.61121  -0.18
30 C -3.92065 1.25428 -1.57552  -0.26
31 C -3.44018 0.08610 -0.93260  -0.16
32 C -2.22032 0.02299 -0.37056  -0.26
33 H -2.04924 -1.02884 0.15296  0.26
34 H -4.38703 -0.53159 -0.70088  0.21
35 H -4.86690 1.49431 -1.92695  0.22
36 H -2.95481 3.00420 -2.31907  0.19
37 H -0.74574 2.94250 -1.41619  0.24
38 H 1.72798 0.74517 0.32402  0.26
39 H 1.06976 2.05685 -0.83045  0.19
40 H 1.29335 3.21213 1.29451  0.18
41 H -0.59528 2.55346 1.29738  0.23
42 H 0.39156 0.99201 5.42233  0.25
43 H 1.10833 -0.40267 5.33537  0.24
44 H 2.03747 1.06000 4.90717  0.24



Below is a molecular structure, C17H22AlClF5N3 at a distorted geometry, with properties calculated with the ωB97M-V functional and the def2-TZVPD basis.

Computed properties:
HOMO level: -9.0 eV
Total charge: 0
Electronic energy: -2027.135941 a.u.
Orbital gap: 5.670 eV

Each line ends with the natural charge from an NBO analysis.
Atoms and positions in Å:
1 C -3.92966 -4.91827 0.66911  -0.66
2 C -2.59522 -4.05920 0.91783  0.02
3 C -2.54195 -3.22505 2.22742  -0.22
4 C -1.25323 -2.42555 2.51270  -0.19
5 C -0.00482 -2.38539 1.55795  -0.08
6 C 1.23100 -1.52631 2.07815  -0.49
7 C 1.80315 -0.47070 1.04212  0.08
8 C 3.25233 -0.47833 0.50816  -0.19
9 C 3.57742 0.63145 -0.47363  0.21
10 Cl 5.29058 0.59535 -1.16650  0.03
11 N 2.81678 1.69206 -0.96013  -0.17
12 N 1.59572 1.61357 -0.44981  -0.13
13 C 0.67867 2.74171 -0.92546  -0.25
14 C 1.47874 3.98355 -1.53566  -0.43
15 C 1.85625 3.88370 -3.09232  -0.43
16 C 1.31346 2.59540 -3.86912  -0.43
17 C -0.17913 2.80727 -4.49740  -0.22
18 N -0.29569 4.12396 -5.18895  -0.87
19 C 1.02903 0.69647 0.42151  0.61
20 F -0.33461 0.83242 0.76988  -0.26
21 C -0.07673 -3.19999 0.24603  -0.23
22 C -1.38002 -4.02372 -0.06558  -0.24
23 H -3.65904 -6.01284 0.93562  0.23
24 H -4.27269 -4.93867 -0.41785  0.23
25 H -4.77433 -4.63863 1.40702  0.24
26 H -3.37462 -3.17309 3.01371  0.27
27 H -1.20671 -1.81445 3.49844  0.28
28 H 2.07401 -2.28007 2.32701  0.25
29 H 0.99452 -1.00521 3.08397  0.31
30 H 4.03982 -1.24097 0.80311  0.29
31 H 0.16255 3.13297 0.03433  0.25
32 H -0.16884 2.35051 -1.58617  0.26
33 H 2.42406 4.26505 -0.93204  0.24
34 H 0.78216 4.90146 -1.42033  0.24
35 H 3.01211 3.84130 -3.15411  0.21
36 H 1.56879 4.88352 -3.57773  0.25
37 H 1.41060 1.60645 -3.29720  0.20
38 H 1.99291 2.47177 -4.80019  0.22
39 H -0.26066 1.99988 -5.32643  0.18
40 H -1.01306 2.58336 -3.75269  0.19
41 H 0.24191 4.12274 -6.07417  0.37
42 H -1.27024 4.40505 -5.34569  0.38
43 H 0.81680 -3.20870 -0.47610  0.22
44 H -1.48520 -4.65585 -1.02369  0.23
45 F -3.55879 -2.53145 6.56857  -0.80
46 Al -2.27417 -1.41583 7.07377  2.19
47 F -2.99832 0.08473 7.68089  -0.79
48 F -1.23001 -1.04876 5.67743  -0.81
49 F -1.30561 -2.16867 8.35420  -0.79



Below is a molecular structure, C17H22B3NO6 at a distorted geometry, with properties calculated with the ωB97M-V functional and the def2-TZVPD basis.

Computed properties:
HOMO level: -9.4 eV
Total charge: 0
Electronic energy: -1242.056052 a.u.
Orbital gap: 9.804 eV

Each line ends with the natural charge from an NBO analysis.
Atoms and positions in Å:
1 C -5.42945 4.16310 -3.73265  -0.61
2 C -4.00880 3.61295 -3.76570  -0.06
3 O -4.03426 2.36534 -3.07708  -0.73
4 B -2.83800 1.74147 -3.00414  1.35
5 O -2.07256 1.66880 -1.84379  -0.87
6 B -1.82446 0.32931 -1.66544  1.14
7 C -0.71289 -0.18261 -0.65635  -0.41
8 O 0.26662 -1.02064 -1.23401  -0.53
9 C 0.79379 -0.50527 -2.43584  -0.27
10 O -2.52869 -0.61929 -2.41692  -0.88
11 B -2.62686 -0.28739 -3.75920  1.18
12 N -3.07866 -1.25802 -4.75495  -0.77
13 C -4.18262 -1.65580 -4.44026  0.89
14 O -5.26460 -1.98302 -4.15492  -0.48
15 O -2.32157 1.01143 -4.08357  -0.88
16 H -5.51585 5.08989 -4.27947  0.21
17 H -5.69667 4.28363 -2.69256  0.21
18 H -6.06634 3.39233 -4.14387  0.21
19 H -3.37698 4.34273 -3.26832  0.17
20 H -3.70213 3.51909 -4.80378  0.18
21 H -0.28821 0.65832 -0.10442  0.19
22 H -1.22259 -0.78717 0.09296  0.22
23 H 0.22556 -0.89379 -3.27943  0.17
24 H 1.79037 -0.91834 -2.53852  0.19
25 H 0.89961 0.57697 -2.45655  0.18
26 C 3.30033 -0.35453 0.09366  -0.25
27 C 4.11213 0.31352 -0.81341  -0.21
28 C 5.18613 1.06843 -0.36197  -0.22
29 C 5.45442 1.14908 0.99708  -0.21
30 C 4.64559 0.47923 1.90432  -0.24
31 C 3.56723 -0.26885 1.45298  -0.15
32 H 2.46041 -0.94076 -0.25563  0.23
33 H 3.90771 0.24656 -1.87457  0.21
34 H 5.81485 1.59353 -1.06963  0.21
35 H 6.29432 1.73406 1.34907  0.21
36 H 4.85611 0.54108 2.96458  0.21
37 H 2.93305 -0.78750 2.16133  0.20
38 C 0.98917 -3.45375 6.59606  -0.22
39 C 2.03593 -2.62047 6.22812  -0.20
40 C 1.90514 -1.78801 5.12577  -0.22
41 C 0.72459 -1.78215 4.39612  -0.21
42 C -0.32320 -2.61329 4.76606  -0.21
43 C -0.18975 -3.45177 5.86366  -0.21
44 H 1.09201 -4.10540 7.45405  0.21
45 H 2.95455 -2.62038 6.80047  0.21
46 H 2.72411 -1.14203 4.83505  0.21
47 H 0.62119 -1.12907 3.53848  0.21
48 H -1.24449 -2.60795 4.19798  0.21
49 H -1.00525 -4.10357 6.14914  0.21



Below is a molecular structure, C17H22ClF6N4S at a distorted geometry, with properties calculated with the ωB97M-V functional and the def2-TZVPD basis.

Computed properties:
HOMO level: -8.9 eV
Total charge: +1
Electronic energy: -2337.285407 a.u.
Orbital gap: 4.003 eV
ΔE to the lowest compared entry with this formula, charge and spin: 2.596 eV

Each line ends with the natural charge from an NBO analysis.
Atoms and positions in Å:
1 C -2.03937 -3.83882 -0.29087  -0.43
2 N -0.79667 -4.46724 -0.75588  -0.26
3 C -0.54380 -5.85888 -0.32995  -0.44
4 C 0.09129 -3.77210 -1.41333  0.20
5 Cl 1.72492 -4.24542 -1.54691  0.16
6 H -2.80397 -4.59170 -0.10663  0.24
7 H -1.92698 -3.30778 0.66220  0.26
8 H -2.41042 -3.13262 -1.03266  0.25
9 H -1.49939 -6.36879 -0.17136  0.25
10 H 0.01935 -6.38550 -1.10151  0.25
11 H 0.00289 -5.90819 0.62099  0.25
12 H -0.13456 -2.78001 -1.83418  0.27
13 F -2.66305 5.27017 4.83375  -0.32
14 C -1.65563 4.35035 4.98197  0.98
15 F -0.47933 5.03711 5.09133  -0.32
16 F -1.87657 3.70911 6.17579  -0.32
17 C -1.61754 3.37362 3.83536  -0.13
18 C -0.47290 3.26534 3.04612  -0.21
19 C -0.42778 2.28625 2.03278  0.22
20 N 0.81590 1.95688 1.45423  -0.59
21 C 1.08530 1.24273 0.30668  0.35
22 S -0.13402 0.57463 -0.67892  -0.23
23 N 2.39851 1.00494 0.04010  -0.59
24 C 2.81613 0.05590 -1.00568  -0.22
25 C 1.98610 0.26430 -2.26380  -0.13
26 C 2.48775 1.44303 -3.14616  -0.40
27 C 2.55028 0.88937 -4.58615  -0.41
28 C 2.40027 -0.65660 -4.43929  -0.20
29 N 1.86153 -0.84988 -3.10217  -0.67
30 C -1.59953 1.63250 1.69307  -0.24
31 C -2.71075 1.70108 2.51980  -0.13
32 C -3.83539 0.74277 2.22663  0.98
33 F -5.05799 1.25935 2.53018  -0.31
34 F -3.85700 0.37647 0.90120  -0.33
35 F -3.67773 -0.41401 2.95327  -0.33
36 C -2.72849 2.55036 3.62183  -0.16
37 H 0.37461 3.92378 3.21978  0.24
38 H 1.61944 2.23571 2.00793  0.40
39 H 3.15147 1.55557 0.46883  0.41
40 H 3.86896 0.23041 -1.24393  0.21
41 H 2.71410 -0.98858 -0.67953  0.18
42 H 0.89236 0.54569 -1.95067  0.21
43 H 1.78586 2.28150 -3.06218  0.22
44 H 3.47263 1.79126 -2.81151  0.19
45 H 1.70610 1.28612 -5.18168  0.21
46 H 3.49620 1.16405 -5.07504  0.22
47 H 1.75435 -1.08015 -5.24080  0.19
48 H 3.40914 -1.12651 -4.52439  0.16
49 H 1.71518 -1.79208 -2.74350  0.36
50 H -1.67396 1.00686 0.80446  0.27
51 H -3.57780 2.55769 4.29045  0.25